[1]
Entry from the Open Molecules 2025 dataset: an isolated molecule of C2H5N3S2 (ωB97M-V/def2-TZVPD).

Positions of all 12 atoms, in Å:
C (-1.92741, 0.39423, -1.13255)
C (1.16708, 0.37279, 0.61125)
N (-1.03032, 0.59012, -0.09951)
N (0.03122, -0.15994, 0.13212)
N (2.23529, -0.34328, 0.78389)
S (0.19876, -1.85967, -0.42308)
S (-2.73072, 0.24565, 0.51660)
H (-2.21929, 1.38895, -1.56794)
H (-1.98688, -0.44654, -1.83002)
H (1.04563, 1.29589, 1.24532)
H (3.12918, -0.15622, 1.38241)
H (2.08747, -1.32200, 0.38150)

Summary:
DFT total energy: -28292.0721 eV
energy above the lowest of the compared OMol25 structures with the same formula, charge and spin: 106.0 kcal/mol
lowest unoccupied orbital energy: 0.14 eV
highest occupied orbital energy: -7.650 eV
net charge: 0
Kohn-Sham gap: 7.8 eV

=====

[2]
Entry from the Open Molecules 2025 dataset: an isolated molecule of C2H5N3S2 (ωB97M-V/def2-TZVPD).

Positions of all 12 atoms, in Å:
C (-0.65313, 1.05982, -0.66671)
C (0.71615, 0.32216, -0.75909)
N (0.82371, -0.92493, -0.05731)
N (-1.66616, 0.55674, -0.15199)
N (1.08406, -0.67149, 1.32181)
S (-3.11558, 0.57459, 0.42576)
S (-0.24505, -2.15720, -0.27963)
H (-0.80626, 1.98526, -1.30248)
H (0.71438, 0.02472, -1.88309)
H (1.43070, 0.86411, -0.28939)
H (1.31633, -1.53058, 1.82048)
H (0.40084, -0.10319, 1.82163)

Summary:
DFT total energy: -28291.5151 eV
energy above the lowest of the compared OMol25 structures with the same formula, charge and spin: 118.8 kcal/mol
lowest unoccupied orbital energy (spin up / spin down): -1.08 / -1.12 eV
highest occupied orbital energy (spin up / spin down): -8.430 / -8.347 eV
net charge: 0
Kohn-Sham gap (spin up / spin down): 7.3 / 7.2 eV

=====

[3]
Entry from the Open Molecules 2025 dataset: an isolated molecule of C2H5N3S2 (ωB97M-V/def2-TZVPD).

Positions of all 12 atoms, in Å:
C (-1.13438, -0.18026, 0.50803)
C (1.12740, 1.24120, -0.27579)
H (-0.94656, -0.68631, -1.52697)
H (-1.45871, -1.93886, -0.47607)
H (-1.51614, 0.14493, 2.32043)
H (2.55057, -0.12224, -0.58579)
H (1.00161, -0.82558, -0.14578)
N (-0.98826, -1.06030, -0.56876)
N (-1.61540, -0.59037, 1.60740)
N (1.59653, -0.02225, -0.35286)
S (-0.61298, 1.45965, 0.07253)
S (1.99634, 2.58038, -0.57637)

Summary:
DFT total energy: -28295.9460 eV
energy above the lowest of the compared OMol25 structures with the same formula, charge and spin: 16.6 kcal/mol
lowest unoccupied orbital energy: 0.50 eV
highest occupied orbital energy: -8.710 eV
net charge: 0
Kohn-Sham gap: 9.2 eV

=====

[4]
Entry from the Open Molecules 2025 dataset: an isolated molecule of C2H5N3S2 (ωB97M-V/def2-TZVPD).

Positions of all 12 atoms, in Å:
C (0.46947, -0.25961, 0.04850)
C (-0.73856, -0.89093, -0.73036)
H (-1.55892, 1.12550, 1.59416)
H (-0.26942, 2.41145, 1.25416)
H (2.08712, -1.33904, -0.88348)
H (2.26506, -1.08291, 1.08959)
H (-0.96906, 1.24800, -1.47722)
N (-0.81322, 1.62438, 0.77001)
N (0.46548, 0.83603, 0.71039)
N (1.51087, -1.24103, 0.17789)
S (-1.42239, 0.11337, -1.98563)
S (-1.02642, -2.54522, -0.56802)

Summary:
DFT total energy: -28291.8567 eV
energy above the lowest of the compared OMol25 structures with the same formula, charge and spin: 110.9 kcal/mol
lowest unoccupied orbital energy: -0.81 eV
highest occupied orbital energy: -8.576 eV
net charge: 0
Kohn-Sham gap: 7.8 eV

=====

[5]
Entry from the Open Molecules 2025 dataset: a cluster of 2 separate species, C2H5N3S3 in total (ωB97M-V/def2-TZVPD).

Positions of all 13 atoms, in Å:
C (-0.47193, -0.19494, -0.57422)
C (-0.29376, 1.39066, -0.50918)
N (0.92171, -0.60682, -0.81436)
N (1.04240, 1.54304, -0.03770)
N (1.74043, 0.29102, -0.53231)
S (1.75967, 2.82242, 0.57647)
S (3.39545, 0.28495, -0.64670)
S (1.64255, -1.98219, 1.42481)
H (-0.87843, -0.46407, 0.51653)
H (-0.98884, -0.69857, -1.43243)
H (-0.43852, 1.70172, -1.54016)
H (-1.03799, 2.00820, 0.01121)
H (2.96614, -1.89952, 1.94143)

Summary:
DFT total energy: -39125.2046 eV
lowest unoccupied orbital energy (spin up / spin down): -0.42 / -2.22 eV
highest occupied orbital energy (spin up / spin down): -8.686 / -8.903 eV
net charge: 0
Kohn-Sham gap (spin up / spin down): 8.3 / 6.7 eV
spin multiplicity: 3

=====

[6]
Entry from the Open Molecules 2025 dataset: the ion C2H5N4S2 with charge +1 (ωB97M-V/def2-TZVPD).

Positions of all 13 atoms, in Å:
C (1.02692, -0.01187, 0.04997)
C (-2.51844, 0.22632, 0.13553)
N (-0.16977, 0.38459, 0.67868)
N (-1.23398, 0.33388, 0.04271)
N (0.93400, -1.03074, -0.64708)
N (2.06248, 0.77669, 0.32617)
S (-2.91622, -1.42315, 0.16827)
S (-3.60481, 1.54086, -0.19248)
H (1.82921, -1.39360, -1.01964)
H (1.91314, 1.40031, 1.10391)
H (2.95764, 0.60540, -0.12569)
H (-1.65628, -1.81048, 0.15925)
H (-4.56687, 0.72703, -0.80646)

Summary:
DFT total energy: -29774.1384 eV
lowest unoccupied orbital energy (spin up / spin down): -5.18 / -7.79 eV
highest occupied orbital energy (spin up / spin down): -12.690 / -13.527 eV
net charge: +1
Kohn-Sham gap (spin up / spin down): 7.5 / 5.7 eV
spin multiplicity: 3

=====

[7]
Entry from the Open Molecules 2025 dataset: a structure of composition C2H5N5 (ωB97M-V/def2-TZVPD).

Positions of all 12 atoms, in Å:
N (1.70139, 1.66807, 0.60861)
N (0.68118, 0.88397, 0.05281)
N (1.51294, -1.39392, 0.19107)
C (0.80336, -0.37051, 0.07442)
H (2.28186, 1.14046, 1.25734)
H (1.66878, 2.59098, 0.19331)
H (1.42175, -2.33634, -0.14259)
N (-1.02775, -1.09991, -0.11991)
N (-3.05684, 0.12164, -0.48183)
C (-1.95200, -0.34184, -0.42550)
H (-3.30432, 1.08679, -0.62892)
H (-0.73034, -1.94939, -0.57881)

Summary:
DFT total energy: -9600.7287 eV
energy above the lowest of the compared OMol25 structures with the same formula, charge and spin: 122.1 kcal/mol
lowest unoccupied orbital energy: 0.09 eV
highest occupied orbital energy: -7.087 eV
net charge: 0
Kohn-Sham gap: 7.2 eV

=====

[8]
Entry from the Open Molecules 2025 dataset: a cluster of 3 separate species, C2H5N5 in total (ωB97M-V/def2-TZVPD).

Positions of all 12 atoms, in Å:
C (-1.01848, 0.02853, -0.20855)
C (1.14304, -0.00925, 0.01989)
H (-2.97044, 0.34777, 1.38487)
H (-3.22817, 0.08591, -1.03572)
H (3.00393, -0.92922, 0.50034)
H (2.99013, 0.81922, 0.07203)
H (-0.05760, -1.68804, -0.62298)
N (-2.44142, -0.27932, 0.16976)
N (-0.67221, 1.28567, -0.10999)
N (0.71413, 1.29428, -0.06246)
N (2.55729, -0.18340, 0.01336)
N (-0.02022, -0.77214, -0.12055)

Summary:
DFT total energy: -9599.6592 eV
energy above the lowest of the compared OMol25 structures with the same formula, charge and spin: 146.7 kcal/mol
lowest unoccupied orbital energy: -0.13 eV
highest occupied orbital energy: -8.375 eV
net charge: 0
Kohn-Sham gap: 8.2 eV

=====

[9]
Entry from the Open Molecules 2025 dataset: a cluster of 2 separate species, C2H5N5 in total (ωB97M-V/def2-TZVPD).

Positions of all 12 atoms, in Å:
C (-1.76893, -2.03572, -0.94376)
C (1.10578, 0.54255, 0.51201)
N (-2.83712, -1.68871, -1.70132)
N (-1.80836, -0.94206, -0.03767)
N (-3.46712, -0.59792, -1.32951)
N (-2.88758, -0.19709, -0.27942)
N (0.44467, 0.78655, 1.55801)
H (0.74286, 0.41373, -0.49688)
H (2.18241, 0.41567, 0.68740)
H (-3.32404, -2.29355, -2.41066)
H (-1.14698, -0.69041, 0.70056)
H (-0.63862, 0.87722, 1.51728)

Summary:
DFT total energy: -9601.7983 eV
energy above the lowest of the compared OMol25 structures with the same formula, charge and spin: 97.4 kcal/mol
lowest unoccupied orbital energy: 1.05 eV
highest occupied orbital energy: -9.854 eV
net charge: 0
Kohn-Sham gap: 10.9 eV

=====

[10]
Entry from the Open Molecules 2025 dataset: an isolated molecule of C2H5N5 (ωB97M-V/def2-TZVPD).

Positions of all 12 atoms, in Å:
C (1.84278, -0.27905, -0.07322)
C (-0.25541, 0.42224, 0.04461)
H (1.64129, -0.55105, 1.03853)
H (2.81450, 0.14940, -0.04209)
H (1.41415, -1.15102, -0.78445)
H (-0.10888, -1.56185, -0.14477)
H (-1.39386, 2.10174, -0.02346)
N (0.92593, 1.02753, -0.17840)
N (-0.68910, -0.78279, 0.23564)
N (-2.16050, -0.86377, -0.08659)
N (-2.55120, 0.35301, -0.21440)
N (-1.47970, 1.13561, 0.22859)

Summary:
DFT total energy: -9601.6545 eV
energy above the lowest of the compared OMol25 structures with the same formula, charge and spin: 100.7 kcal/mol
lowest unoccupied orbital energy: 0.60 eV
highest occupied orbital energy: -9.078 eV
net charge: 0
Kohn-Sham gap: 9.7 eV